Molecular formula: C3H10NO
Method: DFT, ωB97M-V with the def2-TZVPD basis set

XYZ file:
```
15
Properties=species:S:1:pos:R:3
C -1.03 -0.61 2.10
O 0.14 -1.28 2.00
H -1.84 -1.24 2.58
H -1.51 -0.45 1.11
H -1.09 0.39 2.60
C 1.04 1.14 -0.45
C 0.07 0.07 -0.87
N 0.23 -0.31 -2.33
H 1.09 1.10 0.65
H 0.77 2.15 -0.76
H 2.10 1.01 -0.73
H -0.88 0.59 -0.84
H 0.12 -0.80 -0.23
H 1.18 -0.67 -2.37
H -0.38 -1.10 -2.47
```

Results
relative energy (zero: lowest compared OMol25 entry of this formula, charge and spin): 1.175 eV
E_LUMO: 4.35 eV
net charge: -1
HOMO energy: -2.078 eV
max |F|: 2.11 eV/Å
electronic energy: -250.24819 Eh